# C27H39HfI2N6O3S2Se2

A molecular structure, C27H39HfI2N6O3S2Se2 (ωB97M-V/def2-TZVPD, OMol25).

Its multiplicity is 1. Its net charge is +1. The value obtained for the energy relative to the best compared isomer or geometry (same formula, charge and spin) is 42.13 kJ/mol.

Geometry as XYZ:
```
82
C27H39HfI2N6O3S2Se2, DFT ωB97M-V/def2-TZVPD
Hf -1.0081 -1.0694 1.1528
I -1.0125 4.6083 1.7425
I -0.3515 1.5490 3.4528
Se -1.7557 -2.8412 -0.5026
Se -2.6973 0.8474 0.5101
S -0.9037 -0.3452 -3.1233
S -0.1222 -1.9067 3.4431
O 3.1621 1.5118 -4.6979
O -6.3073 -1.9593 -1.0899
O -2.8056 -1.7229 2.2954
N 1.1357 -3.3523 1.5089
N 1.0785 0.7130 -4.4699
N 0.5768 -4.5044 3.3770
N 0.9898 -2.1472 0.8774
N 0.5905 0.2702 0.0289
N -0.9265 1.9096 -4.5403
C -0.2617 0.8441 -4.1058
C 0.4321 1.5427 -0.3364
C -4.2032 -1.5343 1.9459
C -2.3117 2.2020 -4.1909
C 0.9130 4.1891 -8.2343
C 0.5771 -3.3552 2.6918
C 0.7259 2.0490 -7.1591
C -5.9203 -1.8827 0.2634
C 1.5725 2.4943 -6.1452
C 1.8973 -1.7479 0.0650
C 1.3377 2.2341 -1.1225
C 2.1057 3.7792 -6.1904
C -1.6854 4.2074 -2.7572
C 0.2783 -4.6643 4.7950
C -4.4008 -1.6360 0.4389
C 1.6926 -0.3719 -0.4294
C 0.4038 2.8974 -8.2070
C 1.7616 4.6307 -7.2274
C 3.1106 -2.5331 -0.2892
C 2.6226 0.2403 -1.2444
C -1.7202 3.1332 3.0855
C 2.0042 1.5812 -5.0518
C 2.4510 1.5728 -1.5965
C -3.7013 -2.8676 -0.1457
C -2.4409 2.8865 -2.8358
C 1.4516 -4.3028 5.6937
C -4.0404 -0.3399 -0.3106
H -2.7025 2.8433 -4.9834
H -0.4492 2.5695 -5.1336
H 2.1643 5.6341 -7.2589
H 2.3211 -4.9203 5.4660
H 2.7909 4.0944 -5.4142
H -3.5040 3.0529 -2.6454
H 1.0470 -5.2642 2.9064
H 3.0328 -3.5358 0.1164
H -2.8677 1.2656 -4.2018
H -3.8760 -3.7353 0.4908
H -6.4774 -1.1029 0.7963
H -2.6100 2.6847 2.6585
H -0.0115 -5.7046 4.9398
H -3.6854 -0.5645 -1.3147
H -0.4556 2.0438 0.0155
H 0.6555 4.8516 -9.0501
H -6.1814 -2.8447 0.7097
H 3.1711 2.0618 -2.2377
H 1.7283 -3.2559 5.5647
H -1.8108 4.6657 -1.7755
H 1.1871 -4.4598 6.7396
H -6.4385 -1.0753 -1.4451
H 1.1491 3.2745 -1.3481
H -4.1421 -3.0686 -1.1196
H -0.6146 4.0588 -2.9194
H -2.6723 -1.8264 3.2475
H -2.0861 2.1995 -2.0635
H -1.9172 3.6096 4.0371
H 4.0027 -2.0504 0.1161
H 0.3348 1.0391 -7.1302
H -0.2387 2.5496 -9.0046
H 1.5225 -0.0290 -3.9465
H -4.5233 -0.5593 2.3160
H 3.4828 -0.3115 -1.5938
H -0.5907 -4.0533 5.0324
H -2.0388 4.9203 -3.5058
H 3.2226 -2.5866 -1.3731
H -4.9209 0.2995 -0.3895
H -4.7599 -2.3287 2.4457
```

These are the Löwdin partial charges, in e, on atoms 1 to 8: number 1, Hf, carries 0.930; number 2, I, carries 0.761; number 3, I, carries 0.826; number 4, Se, carries 0.637; number 5, Se, carries 0.606; number 6, S, carries 0.669; number 7, S, carries 0.551; number 8, O, carries 0.096